# 1
{
  "formula": "C52H68BrN3O5P2Pt",
  "method": "ωB97M-V with the def2-TZVPD basis set",
  "elements": ["Pt", "C", "C", "C", "P", "C", "C", "C", "C", "C", "C", "C", "C", "C", "C", "N", "C", "C", "C", "C", "C", "C", "C", "C", "C", "H", "H", "H", "H", "H", "H", "H", "H", "H", "H", "H", "H", "H", "H", "H", "H", "H", "H", "H", "H", "H", "H", "H", "H", "H", "H", "H", "H", "H", "H", "H", "C", "C", "C", "C", "C", "C", "C", "C", "N", "C", "C", "C", "C", "N", "C", "C", "C", "C", "C", "C", "C", "C", "H", "H", "H", "H", "H", "H", "H", "H", "H", "H", "H", "H", "H", "H", "H", "H", "H", "H", "H", "H", "H", "H", "H", "H", "C", "O", "P", "O", "C", "O", "C", "H", "H", "H", "H", "H", "H", "H", "H", "H", "Br", "C", "C", "C", "C", "C", "C", "C", "O", "O", "H", "H", "H", "H"],
  "xyz": [[-0.62, 0.22, 0.90], [-5.12, 0.51, 2.43], [-3.78, -0.10, 2.03], [-3.96, -1.41, 1.26], [-2.69, 1.06, 1.07], [-3.14, 2.84, 1.37], [-2.83, 3.52, 2.70], [-2.56, 3.71, 0.26], [-3.34, 0.80, -0.59], [-4.67, 1.04, -0.95], [-5.25, 0.38, -2.03], [-6.67, 0.64, -2.43], [-4.48, -0.58, -2.68], [-3.14, -0.76, -2.37], [-2.52, 0.01, -1.39], [-1.13, -0.08, -1.11], [0.31, -0.23, -3.31], [1.19, 0.53, -4.37], [1.07, 1.99, -4.73], [2.11, -0.18, -5.06], [2.49, -1.56, -4.80], [3.42, -2.23, -5.77], [2.04, -2.12, -3.69], [1.11, -1.43, -2.72], [0.20, -2.51, -2.12], [-5.69, -0.22, 3.00], [-5.73, 0.78, 1.56], [-4.99, 1.40, 3.06], [-3.24, -0.33, 2.94], [-4.69, -1.31, 0.45], [-4.33, -2.18, 1.95], [-3.02, -1.77, 0.83], [-4.23, 2.79, 1.25], [-1.77, 3.45, 2.95], [-3.40, 3.11, 3.53], [-3.07, 4.58, 2.60], [-1.51, 3.94, 0.47], [-3.10, 4.66, 0.23], [-2.64, 3.26, -0.73], [-5.29, 1.71, -0.36], [-7.23, 1.13, -1.63], [-7.18, -0.28, -2.70], [-6.72, 1.30, -3.30], [-4.94, -1.19, -3.45], [-2.57, -1.52, -2.89], [1.31, 2.64, -3.88], [0.08, 2.27, -5.08], [1.78, 2.21, -5.52], [2.66, 0.34, -5.84], [3.01, -2.21, -6.78], [3.60, -3.26, -5.49], [4.38, -1.71, -5.81], [2.33, -3.14, -3.45], [0.78, -3.40, -1.87], [-0.55, -2.83, -2.85], [-0.32, -2.17, -1.23], [4.91, -1.19, 1.46], [3.77, -1.60, 2.36], [4.16, -2.36, 3.65], [3.53, -3.68, 3.88], [2.51, -4.14, 3.09], [1.91, -3.40, 2.07], [0.92, -4.05, 1.16], [2.30, -1.96, 1.92], [1.79, -1.34, 0.70], [2.32, -1.57, -0.43], [3.36, -2.62, -0.72], [1.90, -0.67, -1.57], [3.18, 0.09, -2.02], [1.03, 0.40, -1.09], [-0.10, 0.54, -1.99], [-0.45, 1.99, -2.18], [0.28, 2.98, -1.34], [-1.44, 2.41, -3.02], [-2.05, 1.67, -4.05], [-1.75, 0.46, -4.64], [-0.76, -0.47, -4.33], [-0.79, -1.71, -5.17], [5.63, -0.64, 2.06], [4.58, -0.52, 0.67], [5.42, -2.05, 1.02], [5.23, -2.40, 3.81], [3.90, -4.28, 4.70], [2.15, -5.15, 3.26], [0.39, -4.85, 1.68], [1.42, -4.52, 0.30], [0.19, -3.35, 0.75], [3.61, -3.20, 0.15], [4.26, -2.17, -1.13], [2.96, -3.30, -1.48], [3.68, 0.48, -1.14], [2.94, 0.93, -2.66], [3.86, -0.57, -2.57], [1.34, 2.96, -1.61], [0.24, 2.70, -0.28], [-0.11, 3.99, -1.47], [-1.75, 3.44, -2.94], [-2.88, 2.19, -4.53], [-2.40, 0.17, -5.46], [-0.88, -1.44, -6.22], [-1.69, -2.27, -4.91], [0.07, -2.36, -5.03], [-2.33, 1.02, 5.09], [-1.85, 1.18, 3.74], [-0.57, 0.40, 3.23], [-0.75, -1.02, 3.91], [-1.05, -2.25, 3.24], [0.58, 0.96, 4.15], [0.68, 2.34, 4.54], [-2.75, 1.97, 5.40], [-1.52, 0.73, 5.76], [-3.10, 0.25, 5.11], [-2.09, -2.50, 3.40], [-0.41, -3.02, 3.67], [-0.85, -2.16, 2.17], [-0.27, 2.71, 4.91], [1.03, 2.95, 3.71], [1.42, 2.37, 5.34], [4.33, 5.37, 2.67], [3.94, 3.54, 2.91], [4.54, 2.83, 3.93], [4.25, 1.48, 4.09], [3.35, 0.85, 3.24], [2.76, 1.58, 2.21], [3.05, 2.92, 2.04], [3.12, -0.62, 3.32], [3.60, -1.27, 4.47], [1.81, -1.09, 2.96], [5.23, 3.32, 4.60], [4.72, 0.91, 4.88], [2.08, 1.08, 1.52], [2.60, 3.49, 1.23]],
  "lumo_energy_ev": [-7.98, -8.16],
  "total_charge": 2,
  "homo_lumo_gap_ev": [3.18, 2.74],
  "e_homo_ha": [-0.4102, -0.4004],
  "multiplicity": 1
}


# 2
{
  "formula": "C52H69FN13O",
  "method": "ωB97M-V with the def2-TZVPD basis set",
  "elements": ["F", "N", "C", "C", "O", "C", "C", "H", "H", "H", "H", "H", "H", "H", "H", "H", "N", "C", "C", "C", "C", "H", "H", "H", "H", "H", "N", "C", "C", "C", "C", "H", "H", "H", "H", "H", "N", "C", "C", "C", "C", "H", "H", "H", "H", "H", "N", "C", "C", "C", "C", "H", "H", "H", "H", "H", "N", "C", "C", "C", "C", "H", "H", "H", "H", "H", "N", "C", "C", "C", "C", "H", "H", "H", "H", "H", "N", "C", "C", "C", "C", "H", "H", "H", "H", "H", "N", "C", "C", "C", "C", "H", "H", "H", "H", "H", "N", "C", "C", "C", "C", "H", "H", "H", "H", "H", "N", "C", "C", "C", "C", "H", "H", "H", "H", "H", "N", "C", "C", "C", "C", "H", "H", "H", "H", "H", "N", "C", "C", "C", "C", "H", "H", "H", "H", "H"],
  "xyz": [[0.47, 0.51, 6.76], [1.01, -0.50, 5.98], [-0.04, -0.94, 4.98], [-0.04, -2.46, 4.92], [-0.41, -2.94, 6.20], [0.59, -2.72, 7.19], [1.56, -1.58, 6.85], [1.79, -0.07, 5.47], [-0.99, -0.62, 5.39], [0.17, -0.45, 4.02], [0.92, -2.88, 4.58], [-0.81, -2.77, 4.21], [0.07, -2.53, 8.13], [1.19, -3.63, 7.31], [2.46, -1.94, 6.34], [1.90, -1.10, 7.77], [1.85, 2.79, 4.68], [1.05, 3.42, 3.75], [1.88, 4.07, 2.88], [3.22, 3.86, 3.31], [3.17, 3.07, 4.42], [1.51, 2.26, 5.45], [-0.02, 3.32, 3.78], [1.55, 4.63, 2.02], [4.11, 4.23, 2.84], [3.96, 2.67, 5.04], [0.85, -2.04, 1.67], [2.16, -1.66, 1.56], [2.26, -0.35, 1.95], [0.95, 0.08, 2.31], [0.10, -0.98, 2.12], [0.50, -2.95, 1.43], [2.91, -2.36, 1.21], [3.16, 0.24, 1.97], [0.67, 1.07, 2.64], [-0.97, -1.06, 2.24], [1.10, -1.97, -1.82], [-0.10, -1.79, -2.45], [0.11, -1.85, -3.80], [1.51, -2.05, -4.00], [2.09, -2.12, -2.75], [1.24, -1.99, -0.82], [-1.01, -1.66, -1.89], [-0.64, -1.77, -4.57], [2.02, -2.15, -4.94], [3.11, -2.28, -2.46], [-2.80, -3.13, 1.27], [-3.69, -3.38, 0.25], [-4.93, -3.51, 0.81], [-4.79, -3.33, 2.21], [-3.47, -3.10, 2.47], [-1.81, -3.00, 1.16], [-3.36, -3.45, -0.77], [-5.84, -3.71, 0.27], [-5.58, -3.38, 2.95], [-2.95, -2.93, 3.39], [5.92, -3.63, 4.48], [7.11, -3.17, 4.96], [6.95, -1.86, 5.33], [5.60, -1.52, 5.05], [4.99, -2.63, 4.53], [5.76, -4.56, 4.13], [7.98, -3.81, 5.00], [7.71, -1.22, 5.74], [5.13, -0.55, 5.21], [3.98, -2.79, 4.18], [3.75, 0.37, -4.88], [2.93, 0.62, -5.95], [3.69, 1.18, -6.93], [5.02, 1.28, -6.44], [5.02, 0.75, -5.17], [3.44, -0.05, -4.02], [1.88, 0.38, -5.91], [3.33, 1.49, -7.90], [5.87, 1.68, -6.96], [5.82, 0.63, -4.46], [-3.91, -3.69, 5.51], [-4.92, -3.11, 6.23], [-6.02, -3.92, 6.14], [-5.66, -5.03, 5.33], [-4.35, -4.87, 4.96], [-2.98, -3.33, 5.42], [-4.77, -2.18, 6.75], [-6.98, -3.73, 6.60], [-6.29, -5.86, 5.06], [-3.71, -5.48, 4.36], [-8.30, -7.28, 3.33], [-9.30, -6.70, 4.06], [-10.40, -7.50, 3.97], [-10.05, -8.62, 3.16], [-8.75, -8.45, 2.78], [-7.37, -6.91, 3.21], [-9.14, -5.77, 4.57], [-11.35, -7.32, 4.44], [-10.69, -9.44, 2.88], [-8.11, -9.06, 2.16], [2.01, 3.97, -2.64], [2.43, 2.69, -2.90], [2.44, 2.00, -1.72], [2.02, 2.90, -0.71], [1.77, 4.11, -1.30], [1.92, 4.69, -3.33], [2.65, 2.36, -3.91], [2.71, 0.96, -1.60], [1.92, 2.68, 0.34], [1.45, 5.05, -0.89], [-1.00, 2.39, -4.78], [-1.30, 3.34, -5.71], [-2.17, 2.78, -6.61], [-2.40, 1.44, -6.20], [-1.66, 1.23, -5.06], [-0.38, 2.51, -4.00], [-0.88, 4.33, -5.66], [-2.60, 3.28, -7.47], [-3.04, 0.71, -6.68], [-1.54, 0.37, -4.43], [-0.06, 7.26, -5.16], [-1.15, 7.72, -4.48], [-1.67, 8.77, -5.19], [-0.85, 8.94, -6.34], [0.13, 8.00, -6.30], [0.53, 6.50, -4.87], [-1.47, 7.27, -3.55], [-2.54, 9.35, -4.92], [-0.98, 9.68, -7.12], [0.95, 7.79, -6.96], [1.81, 5.27, -8.72], [2.85, 4.66, -8.08], [4.00, 5.33, -8.40], [3.64, 6.38, -9.29], [2.28, 6.32, -9.47], [0.85, 4.98, -8.68], [2.68, 3.80, -7.45], [4.99, 5.08, -8.06], [4.30, 7.10, -9.74], [1.61, 6.92, -10.06]],
  "lumo_energy_ev": -3.16,
  "total_charge": 1,
  "homo_lumo_gap_ev": 6.16,
  "e_homo_ha": -0.3425,
  "multiplicity": 1
}


# 3
{
  "formula": "C52H74BrN2O6",
  "method": "ωB97M-V with the def2-TZVPD basis set",
  "elements": ["C", "C", "C", "C", "C", "O", "C", "C", "O", "C", "C", "O", "C", "C", "C", "O", "Br", "C", "O", "C", "C", "C", "C", "N", "N", "C", "C", "C", "C", "C", "C", "C", "C", "C", "O", "C", "C", "H", "H", "H", "H", "H", "H", "H", "H", "H", "H", "H", "H", "H", "H", "H", "H", "H", "H", "H", "H", "H", "H", "H", "H", "H", "H", "H", "H", "H", "H", "H", "H", "H", "H", "H", "H", "H", "H", "H", "H", "H", "H", "H", "H", "H", "H", "H", "H", "H", "H", "C", "C", "C", "C", "C", "C", "H", "H", "H", "H", "H", "H", "C", "C", "C", "C", "C", "C", "H", "H", "H", "H", "H", "H", "C", "C", "C", "C", "C", "C", "H", "H", "H", "H", "H", "H", "C", "C", "C", "C", "C", "C", "H", "H", "H", "H", "H", "H"],
  "xyz": [[-0.94, -0.38, 2.41], [-0.79, 0.16, 1.20], [-1.10, 1.58, 0.71], [-1.81, 2.27, 1.88], [-2.33, 3.71, 1.79], [-2.63, 4.15, 3.13], [-3.84, 3.74, 3.62], [-3.76, 2.73, 4.75], [-4.86, 4.16, 3.20], [-1.84, 1.45, -0.68], [-2.86, 0.29, -0.48], [-3.97, 0.44, -1.35], [-5.23, 0.38, -0.71], [-2.59, 2.73, -1.09], [-2.86, 3.16, -2.53], [-2.87, 4.29, -2.79], [-3.21, 1.93, -3.96], [-0.64, 1.21, -1.67], [-0.66, 0.28, -2.67], [-0.75, -1.13, -2.45], [-2.07, -1.69, -3.01], [-2.50, -2.99, -2.29], [-4.01, -3.06, -1.99], [0.71, 1.34, -0.87], [1.67, 0.28, -0.62], [2.63, 0.22, -1.48], [3.93, -0.34, -1.00], [2.56, 0.62, -2.93], [0.32, 2.17, 0.40], [1.32, 2.07, 1.54], [2.80, 2.41, 1.26], [3.73, 1.46, 2.02], [5.22, 1.66, 1.69], [6.01, 2.47, 2.74], [0.10, 3.43, -0.16], [0.87, 4.61, 0.14], [1.98, 4.89, -0.87], [-1.71, -0.13, 3.13], [-0.22, -1.14, 2.71], [-0.33, -0.49, 0.46], [-1.09, 2.29, 2.71], [-2.66, 1.65, 2.19], [-1.59, 4.42, 1.42], [-3.24, 3.80, 1.19], [-2.74, 2.38, 4.90], [-4.12, 3.19, 5.67], [-4.41, 1.89, 4.50], [-3.23, 0.36, 0.55], [-2.44, -0.70, -0.64], [-5.99, 0.55, -1.48], [-5.41, -0.60, -0.25], [-5.33, 1.17, 0.05], [-2.00, 3.59, -0.74], [-3.55, 2.80, -0.58], [-0.57, 2.16, -2.23], [0.06, -1.62, -3.00], [-0.66, -1.45, -1.41], [-1.91, -1.94, -4.06], [-2.86, -0.94, -2.96], [-2.19, -3.86, -2.87], [-1.98, -3.08, -1.33], [-4.59, -2.50, -2.73], [-4.35, -4.10, -1.98], [-4.22, -2.66, -0.99], [1.20, 2.04, -1.42], [4.35, -1.04, -1.73], [4.60, 0.54, -0.98], [3.87, -0.83, -0.04], [2.18, -0.25, -3.48], [1.86, 1.44, -3.13], [3.54, 0.90, -3.31], [1.26, 1.10, 2.00], [0.95, 2.79, 2.28], [3.04, 2.44, 0.20], [3.00, 3.42, 1.64], [3.57, 1.63, 3.09], [3.42, 0.43, 1.84], [5.70, 0.69, 1.53], [5.27, 2.22, 0.74], [5.38, 2.71, 3.61], [6.89, 1.93, 3.09], [6.35, 3.43, 2.33], [0.14, 5.42, 0.07], [1.23, 4.62, 1.17], [2.18, 5.97, -0.86], [2.93, 4.41, -0.64], [1.64, 4.66, -1.88], [1.16, -4.72, -2.38], [1.49, -5.99, -2.83], [2.82, -6.35, -2.99], [3.83, -5.44, -2.70], [3.50, -4.17, -2.25], [2.17, -3.81, -2.09], [0.12, -4.45, -2.25], [0.71, -6.70, -3.06], [3.08, -7.34, -3.35], [4.86, -5.71, -2.82], [4.28, -3.46, -2.01], [1.92, -2.81, -1.72], [-0.91, -4.56, 0.99], [-1.55, -3.94, 2.06], [-2.22, -4.70, 3.01], [-2.25, -6.08, 2.89], [-1.60, -6.70, 1.83], [-0.94, -5.94, 0.88], [-0.38, -3.97, 0.26], [-1.53, -2.86, 2.13], [-2.73, -4.21, 3.83], [-2.77, -6.67, 3.63], [-1.62, -7.78, 1.75], [-0.43, -6.43, 0.05], [5.11, -5.07, 1.08], [5.44, -6.35, 0.64], [6.78, -6.70, 0.48], [7.77, -5.78, 0.78], [7.44, -4.51, 1.23], [6.10, -4.16, 1.38], [4.06, -4.80, 1.20], [4.66, -7.06, 0.41], [7.04, -7.69, 0.13], [8.81, -6.05, 0.66], [8.22, -3.79, 1.46], [5.84, -3.16, 1.73], [-4.52, 6.66, -1.79], [-4.11, 6.13, -0.58], [-5.02, 5.93, 0.45], [-6.36, 6.25, 0.24], [-6.77, 6.77, -0.97], [-5.85, 6.98, -1.99], [-3.80, 6.81, -2.59], [-3.06, 5.89, -0.43], [-4.71, 5.53, 1.40], [-7.07, 6.09, 1.04], [-7.82, 7.01, -1.13], [-6.18, 7.39, -2.94]],
  "lumo_energy_ev": -2.44,
  "total_charge": 1,
  "homo_lumo_gap_ev": 8.28,
  "e_homo_ha": -0.3938,
  "multiplicity": 1
}